## P
60
Properties=species:S:1:pos:R:3 method="wB97M-V/def2-TZVPD" smiles=CCCCCCCCCCCCCCC[C@@H](O)[C@H](N)CO lumo_ha=0.032 orbital_gap_ha=0.3752
C -2.763 -7.317 1.038
C -1.791 -7.552 2.187
C -1.131 -6.276 2.711
C -0.221 -5.574 1.693
C -0.891 -4.394 0.991
C 0.037 -3.736 -0.026
C -0.619 -2.540 -0.712
C 0.320 -1.857 -1.703
C -0.329 -0.643 -2.364
C 0.628 0.061 -3.326
C 0.048 1.348 -3.929
C 0.507 2.628 -3.227
C 0.043 2.740 -1.778
C 0.432 4.080 -1.156
C -0.038 4.175 0.293
C 0.332 5.497 0.974
O -0.512 5.736 2.086
C 1.818 5.511 1.404
N 2.007 4.507 2.447
C 2.228 6.920 1.883
O 1.582 7.269 3.079
H -3.264 -8.246 0.774
H -3.520 -6.589 1.322
H -2.242 -6.954 0.156
H -2.330 -8.023 3.014
H -1.014 -8.250 1.865
H -0.541 -6.547 3.590
H -1.906 -5.581 3.043
H 0.117 -6.297 0.948
H 0.670 -5.200 2.203
H -1.184 -3.654 1.740
H -1.799 -4.726 0.485
H 0.328 -4.470 -0.781
H 0.949 -3.405 0.478
H -1.519 -2.872 -1.236
H -0.928 -1.817 0.046
H 1.225 -1.539 -1.178
H 0.621 -2.573 -2.471
H -0.655 0.051 -1.589
H -1.217 -0.964 -2.913
H 1.559 0.292 -2.806
H 0.874 -0.638 -4.130
H -1.042 1.298 -3.911
H 0.352 1.420 -4.976
H 1.598 2.681 -3.260
H 0.121 3.485 -3.786
H 0.489 1.940 -1.186
H -1.043 2.627 -1.738
H 1.516 4.193 -1.204
H -0.011 4.894 -1.735
H 0.394 3.359 0.879
H -1.126 4.080 0.319
H 0.147 6.332 0.290
H -0.430 4.969 2.667
H 2.426 5.244 0.536
H 1.765 4.930 3.342
H 2.984 4.244 2.508
H 3.301 6.944 2.099
H 2.018 7.653 1.090
H 0.631 7.126 2.940


## Q
60
Properties=species:S:1:pos:R:3 method="wB97M-V/def2-TZVPD" smiles="NCC[C@H]1COC(=O)C1.CCCCCC.CCCCCC" lumo_ha=0.022 orbital_gap_ha=0.3624
N 2.600 -3.106 1.003
C 2.404 -3.822 -0.297
C 1.607 -2.982 -1.404
C 0.022 -3.200 -1.416
C -0.465 -4.748 -1.484
O -1.902 -4.560 -1.224
C -1.914 -3.879 0.057
O -2.512 -4.172 1.097
C -0.883 -2.649 -0.217
H 2.276 -2.133 0.949
H 2.171 -3.612 1.790
H 3.461 -4.020 -0.721
H 1.959 -4.841 -0.054
H 2.002 -3.346 -2.427
H 1.902 -1.874 -1.328
H -0.307 -2.571 -2.325
H -0.172 -5.328 -2.413
H -0.119 -5.133 -0.459
H -0.400 -2.193 0.706
H -1.586 -1.828 -0.612
C -4.868 3.776 -2.185
C -5.451 2.901 -1.084
C -4.384 2.260 -0.195
C -3.428 1.303 -0.911
C -4.098 0.133 -1.635
C -4.857 -0.798 -0.698
H -4.247 3.200 -2.874
H -5.671 4.235 -2.768
H -4.258 4.580 -1.762
H -6.093 2.133 -1.527
H -6.101 3.519 -0.456
H -4.882 1.733 0.626
H -3.791 3.053 0.276
H -2.721 0.905 -0.173
H -2.824 1.862 -1.633
H -3.323 -0.447 -2.148
H -4.772 0.499 -2.414
H -4.190 -1.212 0.064
H -5.286 -1.631 -1.260
H -5.678 -0.283 -0.194
C 6.435 1.691 2.117
C 5.476 2.254 1.077
C 4.326 3.056 1.690
C 3.394 2.261 2.608
C 2.730 1.042 1.966
C 1.819 1.400 0.799
H 5.937 0.987 2.788
H 7.253 1.157 1.625
H 6.871 2.493 2.720
H 5.088 1.441 0.457
H 6.038 2.912 0.405
H 3.744 3.508 0.881
H 4.743 3.894 2.262
H 2.613 2.937 2.976
H 3.947 1.933 3.495
H 2.134 0.530 2.728
H 3.487 0.324 1.635
H 1.026 2.083 1.119
H 1.346 0.499 0.398
H 2.372 1.871 -0.016


Most stable structure, least stable structure: P, Q.


## P
46
Properties=species:S:1:pos:R:3 method="wB97M-V/def2-TZVPD" smiles="COc1ccc(NC(=O)CC[C@@H]2COc3ccccc3O2)c(OC)c1" lumo_ha=0.029 orbital_gap_ha=0.3150
C -6.637 -1.623 0.327
O -5.298 -2.046 0.232
C -4.327 -1.094 0.126
C -4.544 0.274 0.100
C -3.468 1.142 -0.019
C -2.174 0.663 -0.107
N -1.042 1.480 -0.246
C -0.935 2.801 0.027
O -1.857 3.502 0.391
C 0.461 3.404 -0.137
C 1.496 2.604 -0.922
C 2.143 1.469 -0.120
C 3.519 1.841 0.441
O 4.038 0.784 1.213
C 3.931 -0.438 0.596
C 4.685 -1.498 1.084
C 4.633 -2.732 0.466
C 3.841 -2.914 -0.657
C 3.073 -1.871 -1.139
C 3.097 -0.634 -0.507
O 2.285 0.358 -0.991
C -1.950 -0.729 -0.069
O -0.639 -1.119 -0.140
C -0.348 -2.495 -0.084
C -3.022 -1.590 0.041
H -7.229 -2.533 0.404
H -6.802 -1.008 1.218
H -6.946 -1.064 -0.562
H -5.536 0.687 0.169
H -3.633 2.205 -0.032
H -0.218 0.953 -0.494
H 0.307 4.372 -0.618
H 0.832 3.613 0.869
H 2.283 3.282 -1.262
H 1.043 2.170 -1.816
H 1.514 1.172 0.736
H 3.455 2.706 1.103
H 4.197 2.066 -0.395
H 5.308 -1.325 1.947
H 5.222 -3.548 0.853
H 3.815 -3.871 -1.154
H 2.443 -1.988 -2.007
H 0.738 -2.568 -0.129
H -0.705 -2.939 0.850
H -0.786 -3.030 -0.932
H -2.896 -2.659 0.070


## Q
46
Properties=species:S:1:pos:R:3 method="wB97M-V/def2-TZVPD" smiles="COc1ccc(C[C@@H](CC(=O)O)C(=O)Nc2ccc(OC)cc2)cc1" lumo_ha=0.020 orbital_gap_ha=0.3121
C -4.756 -3.545 -1.373
O -3.628 -3.398 -0.546
C -3.297 -2.149 -0.116
C -4.012 -0.991 -0.398
C -3.576 0.226 0.096
C -2.434 0.322 0.877
C -1.947 1.665 1.349
C -1.254 2.405 0.191
C -0.619 3.725 0.661
C 0.053 4.386 -0.520
O -0.453 5.194 -1.247
O 1.303 3.937 -0.682
C -0.226 1.500 -0.501
O -0.330 1.208 -1.671
N 0.766 1.080 0.323
C 1.851 0.243 0.042
C 2.032 -0.380 -1.191
C 3.123 -1.195 -1.397
C 4.061 -1.414 -0.387
O 5.102 -2.235 -0.705
C 6.081 -2.487 0.272
C 3.878 -0.797 0.845
C 2.782 0.022 1.050
C -1.728 -0.842 1.158
C -2.150 -2.060 0.673
H -4.651 -2.976 -2.302
H -4.813 -4.607 -1.606
H -5.674 -3.239 -0.860
H -4.904 -1.019 -1.003
H -4.141 1.117 -0.134
H -2.787 2.271 1.697
H -1.257 1.537 2.187
H -2.001 2.635 -0.575
H 0.124 3.549 1.439
H -1.399 4.386 1.042
H 1.698 4.303 -1.489
H 0.755 1.432 1.269
H 1.315 -0.218 -1.978
H 3.274 -1.681 -2.347
H 6.587 -1.567 0.582
H 6.803 -3.152 -0.198
H 5.655 -2.981 1.152
H 4.578 -0.942 1.653
H 2.654 0.496 2.014
H -0.836 -0.800 1.767
H -1.602 -2.964 0.887


Most stable structure, least stable structure: Q, P.


## P
9
Properties=species:S:1:pos:R:3 method="wB97M-V/def2-TZVPD" smiles="O=C([O-])C(=S)NO" lumo_ha=0.128 orbital_gap_ha=0.2909 charge=-1
O -0.128 -1.834 -0.205
C -1.002 -1.058 -0.035
O -2.284 -1.194 -0.055
C -0.609 0.464 -0.022
S -1.552 1.810 -0.096
N 0.970 0.827 -0.296
O 1.829 0.050 0.561
H 1.122 1.834 -0.175
H 1.654 -0.898 0.324


## Q
9
Properties=species:S:1:pos:R:3 method="wB97M-V/def2-TZVPD" lumo_ha=0.127 orbital_gap_ha=0.2589 charge=-1
C -1.678 1.672 -1.793
C 1.049 -1.303 0.302
N 0.727 -0.554 1.331
O -0.478 -0.081 1.403
O -1.783 1.763 -2.967
O 1.479 -0.294 2.341
S -1.549 1.274 -0.306
H 0.124 -1.288 -0.335
H 2.111 -1.188 0.025


Most stable structure, least stable structure: P, Q.


## P
17
Properties=species:S:1:pos:R:3 method="wB97M-V/def2-TZVPD" smiles="c1ccncc1.C=C" lumo_ha=0.028 orbital_gap_ha=0.3706
C -1.077 0.656 -1.041
C -0.875 1.422 -0.004
C -0.913 0.826 1.242
N -0.960 -0.604 1.501
C -1.335 -1.223 0.404
C -1.398 -0.622 -0.899
H -1.369 1.097 -2.000
H -0.396 2.461 -0.265
H -1.000 1.342 2.275
H -1.380 -2.314 0.447
H -1.739 -1.621 -1.542
C 1.962 -0.829 -0.154
C 2.141 0.473 0.191
H 2.060 -1.667 0.424
H 1.627 -1.239 -1.287
H 2.536 0.565 1.216
H 2.115 1.277 -0.505


## Q
17
Properties=species:S:1:pos:R:3 method="wB97M-V/def2-TZVPD" smiles="C1=CC2C=CCN2C1" lumo_ha=0.043 orbital_gap_ha=0.3486
C 1.995 0.122 -0.375
C 1.331 1.227 -0.035
C -0.005 0.848 0.670
C -1.277 1.264 -0.034
C -2.002 0.184 -0.359
C -1.288 -1.070 0.054
N 0.005 -0.616 0.644
C 1.235 -1.107 0.029
H 2.999 0.117 -0.823
H 1.756 2.224 -0.216
H 0.091 1.275 1.697
H -1.590 2.304 -0.226
H -2.962 0.121 -0.875
H -1.912 -1.661 0.755
H -1.125 -1.698 -0.873
H 1.779 -1.719 0.772
H 0.970 -1.816 -0.805


Most stable structure, least stable structure: Q, P.


## P
17
Properties=species:S:1:pos:R:3 method="wB97M-V/def2-TZVPD" lumo_ha=0.007 orbital_gap_ha=0.2996
C 0.305 2.040 0.008
C 0.274 0.062 0.297
C -0.636 0.037 -1.021
C 1.618 -0.501 0.013
C -0.323 -0.230 1.499
C -1.912 -0.317 -1.028
C 1.985 -1.759 0.244
N -0.454 2.934 -0.098
H -1.410 3.193 -0.277
H -0.116 0.298 -1.938
H 2.320 0.162 -0.466
H -1.273 0.194 1.782
H 0.250 -0.698 2.280
H -2.421 -0.584 -0.112
H -2.504 -0.271 -1.931
H 2.999 -2.088 0.081
H 1.297 -2.472 0.669


## Q
17
Properties=species:S:1:pos:R:3 method="wB97M-V/def2-TZVPD" lumo_ha=0.000 orbital_gap_ha=0.2881
C -0.164 -0.063 1.954
C 0.424 1.988 -0.263
C -0.186 -1.688 0.033
C -0.058 -0.393 0.488
C -0.013 0.582 -0.546
C -0.100 -1.018 -1.950
C -0.504 0.245 -1.863
N -0.267 -2.897 0.258
H 0.454 -3.307 0.851
H 0.234 -1.525 -2.848
H -0.855 0.965 -2.596
H -1.170 0.279 2.211
H 0.058 -0.941 2.561
H 0.547 0.709 2.253
H -0.391 2.530 0.225
H 0.712 2.507 -1.176
H 1.279 2.029 0.411


## R
17
Properties=species:S:1:pos:R:3 method="wB97M-V/def2-TZVPD" lumo_ha=-0.028 orbital_gap_ha=0.3021
C -0.230 0.301 -0.208
C 1.210 0.281 -0.484
C 1.891 -0.310 0.365
C -0.521 -0.829 0.961
C -1.144 -0.470 2.047
C -0.983 -0.089 -1.424
C -0.663 -0.453 -2.816
H -0.546 2.284 -0.780
H -1.706 1.483 0.060
H 1.594 1.009 -1.322
H 2.971 -0.254 0.277
H 1.867 -0.848 1.259
H -0.095 -1.750 0.669
H -1.454 0.558 2.559
H -1.410 -1.289 2.776
H -0.131 -1.278 -4.059
N -0.649 1.653 0.119


Most stable structure, least stable structure: Q, R.


## P
17
Properties=species:S:1:pos:R:3 method="wB97M-V/def2-TZVPD" smiles="C=CC(C)(C#N)C=C" lumo_ha=0.031 orbital_gap_ha=0.3917
C 2.288 0.884 -0.660
C 1.463 -0.102 -0.552
C 0.168 -0.115 0.180
C 0.126 -0.754 1.558
C -0.566 1.205 0.466
N -1.124 2.247 0.421
C -1.093 -0.745 -0.668
C -2.143 0.058 -0.973
H 2.165 1.867 0.009
H 3.228 0.862 -1.339
H 1.546 -1.202 -1.215
H -1.083 -1.261 1.685
H 0.825 -1.700 1.394
H 0.519 -0.039 2.383
H -1.051 -1.850 -0.793
H -2.948 -0.371 -1.615
H -2.321 1.019 -0.282


## Q
17
Properties=species:S:1:pos:R:3 method="wB97M-V/def2-TZVPD" lumo_ha=0.034 orbital_gap_ha=0.3850
C 1.601 2.392 -1.075
C 0.770 1.572 -0.533
C -0.055 0.460 -0.062
C -0.035 0.045 1.474
C -0.522 -1.551 1.266
C -0.496 -1.462 -0.255
C -1.552 -0.199 -0.534
H 2.052 3.318 -1.801
H -0.916 0.506 2.066
H 0.967 0.351 1.925
H 0.099 -2.179 1.882
H -1.684 -1.549 1.638
H -0.756 -2.404 -0.626
H -1.673 -0.138 -1.670
H -2.509 0.110 -0.206
H 0.803 -0.211 -1.583
N 0.766 -0.764 -0.473


Most stable structure, least stable structure: P, Q.


## P
17
Properties=species:S:1:pos:R:3 method="wB97M-V/def2-TZVPD" smiles=Cc1ccccc1N lumo_ha=0.038 orbital_gap_ha=0.3573
C 1.105 -1.096 -1.437
C 0.264 -0.634 -0.280
C -0.560 -1.445 0.566
C -1.289 -0.843 1.601
C -1.336 0.583 1.726
C -0.536 1.367 0.933
C 0.220 0.708 -0.143
N 0.942 1.423 -1.176
H 0.645 -0.533 -2.273
H 2.153 -0.743 -1.507
H 1.052 -2.213 -1.635
H -0.601 -2.443 0.354
H -1.845 -1.528 2.176
H -1.943 0.848 2.475
H -0.598 2.488 1.084
H 1.839 1.752 -0.973
H 0.491 2.310 -1.491


## Q
17
Properties=species:S:1:pos:R:3 method="wB97M-V/def2-TZVPD" smiles="C=Cc1cc(C)c[nH]1" lumo_ha=0.038 orbital_gap_ha=0.3168
C 0.989 2.160 2.226
C -0.024 1.769 1.459
C -0.007 0.796 0.363
C -0.094 -0.641 0.517
C -0.165 -1.241 -0.723
C -0.682 -2.514 -1.196
C 0.196 -0.205 -1.667
N 0.230 1.016 -0.963
H 1.018 2.840 3.068
H 2.034 1.945 1.921
H -1.043 2.073 1.697
H 0.039 -1.079 1.527
H -0.778 -3.322 -0.416
H -1.742 -2.142 -1.503
H -0.166 -2.886 -2.058
H 0.202 -0.355 -2.752
H -0.007 1.786 -1.499


## R
17
Properties=species:S:1:pos:R:3 method="wB97M-V/def2-TZVPD" smiles="C#CC(=C)/C=C(/C)N" lumo_ha=0.035 orbital_gap_ha=0.3258
C 0.863 -2.434 1.185
C 1.078 -1.362 0.688
C 1.437 -0.037 0.219
C 2.592 0.219 -0.408
C 0.319 0.864 0.299
C -0.870 0.531 -0.273
C -2.144 1.081 0.324
N -1.010 -0.098 -1.501
H 0.669 -3.403 1.586
H 2.783 1.187 -0.862
H 3.396 -0.510 -0.431
H 0.372 1.610 1.088
H -2.915 0.301 0.338
H -1.997 1.417 1.355
H -2.517 1.924 -0.264
H -1.864 -0.645 -1.578
H -0.194 -0.644 -1.765


## S
17
Properties=species:S:1:pos:R:3 method="wB97M-V/def2-TZVPD" smiles="C#CC(=C)/C(C)=N/C" lumo_ha=0.033 orbital_gap_ha=0.3735
C -3.137 0.264 -0.588
C -1.953 0.293 -0.787
C -0.549 0.326 -1.188
C -0.021 0.921 -2.253
C 0.229 -0.042 0.019
C 0.328 -1.526 0.310
N 0.902 0.886 0.639
C 1.584 0.560 1.876
H -4.184 0.210 -0.400
H -0.645 1.271 -3.068
H 1.056 1.039 -2.334
H -0.326 -2.107 -0.347
H 1.358 -1.856 0.151
H 0.028 -1.725 1.341
H 0.871 0.439 2.700
H 2.205 -0.337 1.794
H 2.254 1.386 2.136


Most stable structure, least stable structure: P, S.


## P
9
Properties=species:S:1:pos:R:3 method="wB97M-V/def2-TZVPD" smiles="S=PN1CC1" lumo_ha="-0.052 / -0.052" orbital_gap_ha="0.2470 / 0.2471"
S 1.705 -0.915 3.054
P -0.506 -0.488 1.976
N -0.232 0.098 0.476
C 0.581 0.141 -0.710
C -0.880 0.168 -0.769
H 1.103 -0.642 -1.143
H 0.988 1.167 -0.804
H -1.281 1.140 -1.120
H -1.480 -0.671 -0.961


## Q
9
Properties=species:S:1:pos:R:3 method="wB97M-V/def2-TZVPD" lumo_ha="-0.074 / -0.074" orbital_gap_ha="0.2229 / 0.2230"
C 0.432 -0.151 -1.295
C 0.263 0.601 0.943
N -2.208 -0.658 -0.022
P -0.722 -0.721 0.064
S 1.065 1.164 -0.638
H 0.390 -0.237 -2.332
H -0.612 1.322 1.249
H 1.148 0.572 1.583
H 0.245 -1.893 0.448


Most stable structure, least stable structure: P, Q.


## P
19
Properties=species:S:1:pos:R:3 method="wB97M-V/def2-TZVPD" lumo_ha=0.087 orbital_gap_ha=0.1465 charge=-1
C -3.835 -0.248 0.334
N -3.499 -1.483 -0.180
C 0.612 0.393 0.059
C 1.771 -0.318 -0.631
C 3.105 -0.134 0.185
O 3.155 1.104 0.746
C -0.705 0.517 -0.516
H -4.914 0.076 0.211
H -3.632 0.003 1.358
H -3.294 0.577 -0.246
H -2.855 -1.859 0.525
H 0.890 0.839 1.007
H 1.464 0.851 -0.665
H 1.823 -0.829 -1.584
H 3.854 -0.232 -0.655
H 3.269 -0.952 0.895
H -1.319 -0.234 -0.099
H -1.056 1.671 -0.442
H -0.662 0.382 -1.598


## Q
19
Properties=species:S:1:pos:R:3 method="wB97M-V/def2-TZVPD" smiles=NCCCCC[O-] lumo_ha=0.140 orbital_gap_ha=0.2193 charge=-1
N 0.169 -0.286 3.035
C -0.379 0.519 1.931
C -1.022 -0.356 0.826
C 0.024 -1.058 -0.033
C 0.795 -0.219 -1.035
C -0.076 0.418 -2.195
O 0.632 1.300 -2.913
H 0.885 -0.892 2.653
H -0.567 -0.907 3.364
H 0.464 1.099 1.539
H -1.098 1.251 2.289
H -1.584 -1.102 1.400
H -1.739 0.157 0.185
H -0.554 -1.819 -0.594
H 0.735 -1.648 0.566
H 1.607 -0.777 -1.518
H 1.387 0.606 -0.616
H -1.030 0.665 -1.709
H -0.430 -0.460 -2.831


Most stable structure, least stable structure: Q, P.